A 2-piece molecular cluster, H4SSi2 overall. Source: OMol25; level of theory: wB97M-V/def2-TZVPD.

```
! RIJCOSX wB97M-V def2-TZVPD def2/J DEFGRID3
* xyz 0 1
Si 0.304 1.315 1.464
H 0.673 0.425 -1.517
S 0.015 -2.648 -1.630
H 0.779 -0.059 1.521
Si -0.276 -0.665 -1.510
H -1.565 -0.040 -1.364
H 0.071 1.673 3.035
*
```

Output
LUMO level: -1.71 eV
HOMO energy: -9.04 eV

Löwdin population analysis, charges in e, atoms 1 to 4: number 1, Si, carries 0.567; number 2, H, carries -0.153; number 3, S, carries 0.057; number 4, H, carries -0.266



A 25-piece molecular cluster, H50O25 overall. Source: OMol25; level of theory: wB97M-V/def2-TZVPD.

```
! RIJCOSX wB97M-V def2-TZVPD def2/J DEFGRID3
* xyz 0 1
O -1.882 -0.820 0.984
O -2.299 0.132 5.468
H 0.463 -4.345 0.946
H 1.264 2.862 2.171
H 4.181 0.197 4.368
O 0.169 0.248 -0.246
O 3.509 -1.368 -4.250
H 2.013 1.602 -2.083
H -2.176 -1.707 0.777
H 3.181 -0.413 3.409
O 1.040 0.106 2.455
H 1.804 2.497 4.402
O -1.238 -1.983 3.618
O 1.037 1.927 4.461
O 3.053 -0.019 -1.753
H 1.060 0.239 1.507
H 2.685 -0.766 -1.280
H 2.949 3.925 2.370
H -3.832 1.974 1.061
H -1.787 -0.527 4.999
H 3.189 -0.342 -2.644
H -0.639 -3.411 -2.843
O 0.779 -2.356 -3.436
H 1.631 -0.402 -5.827
H 3.152 4.830 -3.078
O -0.378 -4.575 0.550
H -3.125 1.768 -2.333
H -4.470 -1.551 0.888
H -3.334 -4.249 0.302
H 0.215 0.378 -3.922
H -2.615 -0.321 6.250
H -4.760 -2.580 3.073
H 2.974 2.653 -0.722
O -2.720 -3.517 0.359
H 2.269 3.655 -3.440
O 1.756 2.520 -1.998
O -2.911 1.304 -3.142
H -1.877 -0.786 1.941
H 0.257 -0.046 -6.353
H -0.289 -5.500 0.319
H -1.005 -3.781 -1.422
H -0.532 2.109 -0.435
O 0.963 0.283 -5.797
H -1.024 0.698 -3.112
O 2.680 4.436 -3.812
H -0.220 3.409 0.276
O -3.955 -2.075 3.185
H 0.201 -0.326 2.619
O -0.140 0.340 -3.034
O 0.472 3.379 2.020
H 1.001 -2.240 -4.360
H 4.454 -1.265 -4.357
O -3.824 1.157 0.562
H -3.039 0.699 0.864
H 3.174 -1.454 -5.143
H -2.130 -2.315 3.517
H -4.171 -1.423 3.852
O -5.083 -1.337 0.184
H -0.587 -0.157 0.180
H -4.690 -0.584 -0.256
H -1.856 -3.929 0.368
H 3.947 1.563 -0.324
H -0.845 -2.549 4.282
O -1.198 -3.997 -2.334
H -3.539 1.638 -3.783
H 0.893 2.491 -1.585
H 0.017 0.114 -1.182
H 0.128 3.553 2.896
H 3.674 2.746 1.758
O 3.777 -0.636 4.125
O -0.653 3.056 -0.502
H 0.558 -1.476 -3.130
H 1.289 1.134 3.988
O 3.382 3.102 2.597
O 3.584 2.399 -0.029
*
```

Output
LUMO level: -0.61 eV
HOMO energy: -10.32 eV

Löwdin population analysis, charges in e, atoms 1 to 4: number 1, O, carries -0.023; number 2, O, carries -0.045; number 3, H, carries 0.079; number 4, H, carries -0.002



A 26-piece molecular cluster, H52O26 overall. Source: OMol25; level of theory: wB97M-V/def2-TZVPD.

```
! RIJCOSX wB97M-V def2-TZVPD def2/J DEFGRID3
* xyz 0 1
H 3.176 -1.539 1.112
H 6.077 -3.380 1.559
H 3.587 0.438 -3.972
H 1.102 -2.263 3.997
O 3.163 -4.163 1.347
H 4.722 -3.453 2.396
O -2.092 0.128 -0.733
H -0.593 -4.038 -0.658
H -0.387 2.052 -3.998
H 1.006 2.620 -2.362
O -1.169 4.396 0.111
O -5.622 -1.239 0.133
H -2.113 3.373 -0.969
H -6.307 3.196 -1.081
O -3.434 -1.873 -1.746
H 7.096 -1.785 4.607
H -5.295 2.150 0.663
H -1.967 2.935 -2.472
H -3.978 4.545 2.350
H 4.964 1.350 3.099
H 6.112 -1.716 3.462
O -5.390 3.183 -0.767
H 1.148 2.445 -0.873
O -4.941 1.601 1.386
H 5.466 0.044 3.730
H 2.535 -4.497 1.990
H -1.516 -5.196 -0.937
O 6.658 -1.103 4.043
H 0.261 -0.007 -3.006
H 1.575 1.870 4.278
H -0.551 1.477 1.135
O 0.546 -0.475 -0.923
H -2.217 1.015 -1.109
O 1.684 2.510 -1.664
H 0.867 0.174 -0.261
H -2.089 0.260 0.230
H -0.410 4.090 0.569
O 0.395 1.686 0.973
H 1.958 -2.187 -3.776
H -0.233 3.472 -4.735
O -2.566 2.898 -1.710
H -3.363 1.456 1.787
O -3.772 4.707 1.412
H -5.327 0.729 1.318
H -4.647 3.261 -1.428
H 1.833 -3.170 -1.655
O -0.106 0.252 -3.854
O 2.749 -0.968 1.799
H -0.745 -0.430 -4.074
H -2.117 1.107 2.684
H 3.199 -1.819 -2.946
H 1.284 -1.427 2.661
H 3.488 -0.423 2.111
O -1.305 -2.386 -3.390
H 1.218 -2.427 -0.479
O 3.923 0.061 -3.133
H -0.415 -0.360 -0.860
O 2.525 -2.515 -3.029
O -1.436 -4.243 -1.096
O 0.774 -1.493 3.516
H -2.967 -1.061 -1.299
O 5.721 -3.378 2.468
H -4.432 4.265 0.902
H 1.064 0.454 4.026
H 2.654 -3.801 0.543
O 0.975 1.377 3.713
H -1.862 4.716 0.712
O 4.660 0.435 3.314
H 0.732 1.461 1.901
H -2.136 -2.153 -2.917
O -2.374 1.211 1.767
H -6.529 -1.536 -0.092
H -1.024 -3.142 -2.806
O -0.278 3.082 -3.870
O 1.408 -3.341 -0.790
H -4.977 -1.401 -0.575
H -3.110 -2.667 -1.333
H 3.486 0.572 -2.427
*
```

Output
LUMO level: 0.15 eV
HOMO energy: -10.54 eV

Löwdin population analysis, charges in e, atoms 1 to 4: number 1, H, carries 0.064; number 2, H, carries 0.064; number 3, H, carries 0.068; number 4, H, carries 0.043



A 26-piece molecular cluster, H52O26 overall. Source: OMol25; level of theory: wB97M-V/def2-TZVPD.

```
! RIJCOSX wB97M-V def2-TZVPD def2/J DEFGRID3
* xyz 0 1
H 11.220 -2.406 -16.220
H 13.345 3.020 -18.590
O 12.683 -2.766 -10.050
O 9.672 0.849 -17.849
H 6.823 -1.115 -13.726
H 10.014 -3.923 -11.643
H 13.272 2.388 -16.382
H 8.183 -3.626 -15.066
H 12.509 0.506 -11.119
O 6.955 -0.259 -14.133
H 9.693 -3.553 -17.000
O 8.533 -0.474 -10.386
O 13.395 1.901 -15.567
O 12.780 -2.377 -18.140
H 11.254 1.039 -9.305
H 10.138 0.881 -8.294
H 9.836 -2.054 -15.717
H 14.908 0.001 -12.230
H 11.846 -2.547 -13.275
H 11.997 2.424 -18.243
H 7.584 -0.359 -10.439
H 10.104 3.545 -16.064
O 8.225 -3.262 -15.951
O 8.765 1.362 -15.289
O 12.937 2.253 -18.188
H 11.237 0.691 -11.919
H 10.342 3.474 -10.847
O 8.999 -3.144 -9.638
O 10.361 -3.921 -17.579
H 8.097 -3.317 -9.371
O 8.434 3.728 -13.461
O 7.748 4.213 -17.031
H 5.484 0.689 -17.230
H 8.889 0.198 -10.968
H 9.402 1.055 -16.954
H 12.536 1.518 -15.384
H 11.461 2.510 -11.179
H 13.340 -2.699 -13.469
H 7.342 -2.933 -16.117
H 6.789 0.477 -17.966
H 8.498 4.676 -13.348
O 11.580 0.715 -11.026
H 10.104 0.591 -14.237
H 10.292 4.272 -13.778
O 12.683 -2.431 -12.826
O 14.092 0.129 -11.746
O 11.155 3.402 -11.346
H 7.787 3.258 -16.994
H 6.813 4.416 -17.048
H 8.750 -3.946 -12.476
H 7.562 3.506 -13.134
H 6.109 0.181 -14.049
O 11.072 4.807 -13.929
H 9.005 -2.217 -9.877
O 12.127 -5.612 -13.233
H 10.395 -4.849 -17.348
H 8.376 2.173 -14.961
O 9.684 -3.742 -12.523
H 13.332 -3.155 -18.220
H 14.490 3.600 -13.466
H 10.414 4.371 -17.294
O 10.765 -1.909 -15.540
H 12.612 -2.927 -10.990
H 11.885 -2.717 -18.137
H 11.429 -5.106 -13.649
H 13.323 2.696 -13.802
H 8.050 0.726 -15.264
H 12.091 -2.031 -9.887
H 11.290 4.659 -14.849
H 10.912 -0.648 -13.916
H 8.866 0.570 -18.285
O 10.800 4.058 -16.476
O 13.579 3.422 -13.234
O 10.779 0.261 -13.645
H 13.641 -0.713 -11.809
O 6.349 1.075 -17.362
O 11.083 1.019 -8.363
H 11.673 -6.177 -12.608
*
```

Output
LUMO level: -1.58 eV
HOMO energy: -8.79 eV

Löwdin population analysis, charges in e, atoms 1 to 4: number 1, H, carries 0.014; number 2, H, carries 0.054; number 3, O, carries -0.050; number 4, O, carries -0.031



A 2-piece molecular cluster, H5N2OP overall. Source: OMol25; level of theory: wB97M-V/def2-TZVPD.

```
! RIJCOSX wB97M-V def2-TZVPD def2/J DEFGRID3
* xyz 0 1
H -0.107 -2.203 -1.570
N 1.103 1.249 0.845
H -2.110 0.546 0.795
N -0.521 -1.445 -0.945
O 0.329 -0.489 -0.466
P 0.229 -0.166 1.136
H 0.516 1.898 0.293
H 1.689 1.634 1.570
H -1.128 -1.023 -1.658
*
```

Output
LUMO level (spin up / spin down): -0.17 / -0.09 eV
HOMO energy (spin up / spin down): -7.66 / -8.44 eV

Löwdin population analysis, charges in e, atoms 1 to 4: number 1, H, carries 0.107; number 2, N, carries -0.249; number 3, H, carries -0.073; number 4, N, carries -0.105



A 2-piece molecular cluster, H5N2OP overall. Source: OMol25; level of theory: wB97M-V/def2-TZVPD.

```
! RIJCOSX wB97M-V def2-TZVPD def2/J DEFGRID3
* xyz 0 3
H 0.102 -0.135 -0.428
H 0.362 -0.809 -1.927
H -1.212 -0.486 -1.547
H 1.664 1.854 0.328
H 0.080 0.065 3.283
O 0.772 0.952 1.608
N -0.301 -0.723 -1.181
N 0.757 1.421 0.328
P -0.210 -0.265 1.977
*
```

Output
LUMO level (spin up / spin down): 0.94 / -1.45 eV
HOMO energy (spin up / spin down): -7.98 / -9.21 eV
<S²>: 2.006

Löwdin population analysis, charges in e, atoms 1 to 4: number 1, H, carries -0.114; number 2, H, carries -0.007; number 3, H, carries 0.006; number 4, H, carries 0.054



The molecule H5N2OPS. Source: OMol25; level of theory: wB97M-V/def2-TZVPD.

```
! RIJCOSX wB97M-V def2-TZVPD def2/J DEFGRID3
* xyz 0 1
N 0.567 0.692 -1.192
O 0.178 -1.719 -0.102
N 0.552 0.239 1.311
H 0.136 -0.207 2.042
S -2.404 -0.031 -0.216
H 1.213 1.335 -0.752
H 0.353 1.171 1.390
H -0.447 -2.392 -0.394
H 0.101 1.063 -2.018
P -0.249 -0.150 -0.070
*
```

Output
LUMO level: 0.61 eV
HOMO energy: -8.38 eV
SMILES: NP(N)(O)=S

Löwdin population analysis, charges in e, atoms 1 to 4: number 1, N, carries -0.095; number 2, O, carries -0.241; number 3, N, carries -0.056; number 4, H, carries 0.025



A 3-piece molecular cluster, H5N2P3 overall. Source: OMol25; level of theory: wB97M-V/def2-TZVPD.

```
! RIJCOSX wB97M-V def2-TZVPD def2/J DEFGRID3
* xyz 0 1
N -0.083 -0.837 -0.809
P 0.628 -1.008 -2.401
P -0.540 0.594 0.080
P -1.828 -0.379 2.657
H -0.616 -1.582 -0.449
H -1.228 -1.699 3.152
H 1.279 0.139 -2.541
N -0.969 -0.275 1.350
H 1.854 2.895 -0.671
H 1.504 2.152 -0.367
*
```

Output
LUMO level (spin up / spin down): -1.29 / -0.86 eV
HOMO energy (spin up / spin down): -7.75 / -7.44 eV

Löwdin population analysis, charges in e, atoms 1 to 4: number 1, N, carries -0.659; number 2, P, carries 0.673; number 3, P, carries 0.708; number 4, P, carries 0.613



A 2-piece molecular cluster, H5N2PS2 overall. Source: OMol25; level of theory: wB97M-V/def2-TZVPD.

```
! RIJCOSX wB97M-V def2-TZVPD def2/J DEFGRID3
* xyz 0 1
N -0.868 -1.304 -1.545
H -0.687 -1.868 -2.367
N -0.222 -0.744 1.071
H -1.347 1.691 0.969
P -0.289 -0.317 -0.546
H 0.222 -1.625 1.403
S -1.384 1.491 -0.355
H -0.229 -0.014 1.658
S 2.623 0.777 -0.115
H 2.182 1.912 -0.175
*
```

Output
LUMO level (spin up / spin down): -1.76 / -1.76 eV
HOMO energy (spin up / spin down): -8.38 / -8.38 eV

Löwdin population analysis, charges in e, atoms 1 to 4: number 1, N, carries -0.208; number 2, H, carries 0.013; number 3, N, carries -0.172; number 4, H, carries -0.186



A 2-piece molecular cluster, H5N3O2P overall. Source: OMol25; level of theory: wB97M-V/def2-TZVPD.

```
! RIJCOSX wB97M-V def2-TZVPD def2/J DEFGRID3
* xyz -1 3
H -1.783 0.519 -0.581
H -1.153 1.182 0.789
H 1.402 -1.677 -0.627
N 0.651 -1.551 -0.027
N 0.592 -2.241 1.003
O 0.096 0.173 -1.942
P 0.291 0.163 -0.517
H -0.399 -2.369 1.258
N -1.226 0.259 0.306
O 0.237 2.522 0.173
H 1.293 3.022 0.167
*
```

Output
LUMO level (spin up / spin down): 4.63 / 2.97 eV
HOMO energy (spin up / spin down): -2.41 / -4.28 eV
<S²>: 2.011

Löwdin population analysis, charges in e, atoms 1 to 4: number 1, H, carries 0.046; number 2, H, carries -0.014; number 3, H, carries 0.008; number 4, N, carries -0.348



The molecule H5N3S2. Source: OMol25; level of theory: wB97M-V/def2-TZVPD.

```
! RIJCOSX wB97M-V def2-TZVPD def2/J DEFGRID3
* xyz 0 1
H -1.163 0.583 1.720
S 2.287 -0.452 0.363
N -0.816 1.163 0.843
H -1.196 -2.088 -0.723
N -0.294 0.035 -0.084
H -1.561 1.633 0.400
N 0.964 0.320 -0.404
S -1.431 -0.742 -1.175
H 2.046 -1.680 -0.386
H 1.163 1.227 -0.554
*
```

Output
LUMO level: 0.60 eV
HOMO energy: -8.50 eV
SMILES: NN(S)NS

Löwdin population analysis, charges in e, atoms 1 to 4: number 1, H, carries 0.115; number 2, S, carries 0.663; number 3, N, carries 0.014; number 4, H, carries -0.114



The molecule H5N4OP. Source: OMol25; level of theory: wB97M-V/def2-TZVPD.

```
! RIJCOSX wB97M-V def2-TZVPD def2/J DEFGRID3
* xyz 0 1
N -0.244 1.875 0.051
O -0.506 -0.927 -2.435
H -1.349 -0.949 -1.981
H -0.535 -1.396 0.123
N 0.334 -0.987 0.149
H 1.518 -0.277 1.446
P 0.655 -0.168 -1.450
N -0.456 1.027 -0.837
N 0.492 -0.268 1.342
H -1.199 2.196 0.211
H -0.045 0.638 1.255
*
```

Output
LUMO level: 0.23 eV
HOMO energy: -8.65 eV
SMILES: [H]/N=N/P(O)NN

Löwdin population analysis, charges in e, atoms 1 to 4: number 1, N, carries -0.040; number 2, O, carries -0.342; number 3, H, carries 0.018; number 4, H, carries 0.014